Density functional theory data (ωB97M-V/def2-TZVPD) for C51H42N4OP2PbS3 as an isolated structure.

Last column: Löwdin charge in e.
Atoms and positions in Å:
Pb -0.976 0.112 -0.433  1.37
C -4.165 -0.940 1.680  -0.07
C -4.239 -1.037 0.205  -0.61
N -3.324 -0.635 -0.649  -0.04
C -3.711 -0.850 -1.950  -0.34
C -4.935 -1.450 -2.068  -0.28
S -5.627 -1.738 -0.538  1.21
C -2.864 -0.480 -3.059  -0.34
C -3.232 -0.514 -4.377  -0.28
S -1.940 -0.058 -5.389  1.20
C -0.955 0.161 -3.990  -0.63
N -1.567 -0.081 -2.854  -0.06
C 0.455 0.581 -4.135  -0.05
H -3.137 -0.816 2.009  0.06
H -4.593 -1.830 2.134  0.09
H -4.769 -0.105 2.034  0.09
H -5.448 -1.746 -2.960  0.10
H -4.182 -0.771 -4.801  0.10
H 1.002 -0.155 -4.723  0.11
H 0.934 0.688 -3.167  0.06
H 0.504 1.523 -4.680  0.10
O 1.954 -0.322 -0.870  -0.14
C 2.763 0.743 -1.257  -0.28
C 3.896 0.565 -2.045  0.00
C 4.743 1.630 -2.304  0.00
C 4.484 2.879 -1.761  -0.01
C 3.300 3.092 -1.079  -0.05
C 2.410 2.037 -0.859  -0.26
P 0.744 2.510 -0.273  1.13
C 0.855 3.229 1.361  -0.37
C 2.004 3.092 2.148  -0.06
C 2.047 3.698 3.388  -0.02
C 0.939 4.384 3.872  0.01
C -0.210 4.510 3.094  -0.03
C -0.258 3.932 1.843  -0.09
C 0.129 3.813 -1.381  -0.35
C -0.719 3.535 -2.451  -0.10
C -1.094 4.549 -3.317  -0.03
C -0.590 5.831 -3.142  -0.01
C 0.254 6.105 -2.076  -0.02
C 0.587 5.119 -1.164  -0.07
C 2.554 -1.497 -0.414  -0.25
C 3.911 -1.644 -0.151  0.00
C 4.430 -2.881 0.194  0.00
C 3.612 -3.995 0.275  -0.02
C 2.247 -3.844 0.126  -0.05
C 1.715 -2.588 -0.174  -0.27
P -0.098 -2.496 -0.150  1.08
C -0.724 -3.063 1.445  -0.35
C -2.068 -3.452 1.502  -0.12
C -2.607 -3.902 2.690  -0.04
C -1.836 -3.898 3.845  0.00
C -0.511 -3.481 3.798  -0.02
C 0.056 -3.065 2.607  -0.06
C -0.663 -3.548 -1.504  -0.34
C -1.314 -4.770 -1.312  -0.06
C -1.642 -5.535 -2.416  -0.02
C -1.342 -5.094 -3.697  -0.01
C -0.662 -3.896 -3.883  -0.04
C -0.329 -3.118 -2.795  -0.09
H 4.112 -0.408 -2.459  0.14
H 5.608 1.478 -2.931  0.14
H 5.178 3.694 -1.907  0.13
H 3.060 4.081 -0.715  0.11
H 2.862 2.556 1.769  0.12
H 2.949 3.646 3.977  0.13
H 0.970 4.830 4.854  0.13
H -1.053 5.070 3.468  0.13
H -1.137 4.034 1.222  0.12
H -1.111 2.536 -2.588  0.06
H -1.782 4.343 -4.123  0.12
H -0.878 6.623 -3.815  0.13
H 0.666 7.096 -1.945  0.13
H 1.198 5.361 -0.305  0.12
H 4.578 -0.800 -0.218  0.12
H 5.488 -2.972 0.385  0.14
H 4.030 -4.967 0.484  0.13
H 1.587 -4.694 0.238  0.13
H -2.672 -3.429 0.604  0.10
H -3.625 -4.259 2.723  0.13
H -2.266 -4.225 4.779  0.13
H 0.081 -3.491 4.700  0.13
H 1.097 -2.779 2.577  0.11
H -1.509 -5.148 -0.320  0.11
H -2.129 -6.487 -2.284  0.13
H -1.616 -5.691 -4.551  0.13
H -0.398 -3.586 -4.881  0.12
H 0.207 -2.186 -2.922  0.09
N -3.154 1.832 2.450  0.13
C -1.992 1.323 2.864  -0.70
N -1.063 0.818 2.087  -0.04
C 0.055 0.475 2.829  -0.35
C 1.280 0.069 2.321  -0.09
C 2.338 -0.158 3.182  -0.06
C 2.186 -0.005 4.559  -0.04
C 0.978 0.406 5.089  -0.05
C -0.073 0.657 4.220  -0.45
S -1.643 1.311 4.588  1.17
H -3.382 1.896 1.472  0.11
H -3.798 2.218 3.123  0.13
H 1.390 -0.025 1.254  0.05
H 3.299 -0.437 2.778  0.12
H 3.023 -0.186 5.214  0.13
H 0.858 0.553 6.150  0.13

Calculated total energy   -117872.20580 eV
Kohn-Sham gap   4.23 eV
Net charge   +4